Run A
A molecular structure, C37H40NOP3Ru. Source: the OMol25 dataset; level of theory: ωB97M-V/def2-TZVPD.

Calculated values
Gap between HOMO and LUMO (spin up / spin down) (eV): 6.0 / 6.2
Net charge: +1
LUMO (spin up / spin down) (hartree): -0.0664 / -0.1620
Spin multiplicity: 6

```
83
C37H40NOP3Ru | the OMol25 dataset | ωB97M-V/def2-TZVPD
C -1.471 3.618 -3.901
C -1.287 2.264 -3.611
C -0.011 1.678 -3.879
C 0.961 2.420 -4.563
C 0.700 3.737 -4.937
C -0.485 4.355 -4.564
C 2.273 1.805 -4.921
C 2.501 0.423 -4.420
C 1.466 -0.281 -3.796
C 1.620 -1.669 -3.518
C 2.902 -2.214 -3.604
C 3.961 -1.476 -4.141
C 3.737 -0.193 -4.615
H -2.397 4.102 -3.588
H 1.460 4.269 -5.510
H -0.638 5.411 -4.774
H 3.109 2.479 -4.693
H 3.065 -3.226 -3.237
H 4.956 -1.921 -4.190
H 4.530 0.358 -5.128
N 0.338 0.419 -3.342
Ru 0.161 0.213 -1.563
C -2.363 1.457 -2.923
H -2.586 0.511 -3.442
H -3.286 2.041 -2.830
C 0.434 -2.485 -3.058
H -0.451 -2.377 -3.706
H 0.697 -3.547 -2.999
P -1.831 1.007 -1.207
P -0.072 -1.961 -1.362
C 1.193 -2.716 -0.293
H 1.070 -2.331 0.728
H 1.088 -3.809 -0.296
H 2.201 -2.446 -0.635
C -1.590 -2.873 -1.020
H -1.385 -3.951 -1.060
H -1.947 -2.609 -0.017
H -2.353 -2.621 -1.766
C -2.077 2.536 -0.241
H -3.104 2.905 -0.359
H -1.873 2.295 0.811
H -1.368 3.302 -0.577
C -3.167 -0.024 -0.544
H -2.840 -0.439 0.419
H -4.057 0.600 -0.386
H -3.411 -0.832 -1.241
H 2.253 1.731 -5.948
H 0.162 1.738 -1.053
O 0.028 0.251 1.012
P -0.028 -0.109 2.491
C -1.487 -1.086 2.870
C -2.668 -0.457 3.302
C -3.815 -1.215 3.533
C -3.802 -2.597 3.323
C -2.631 -3.223 2.884
C -1.473 -2.477 2.663
C 1.434 -1.037 2.983
C 2.629 -0.801 2.281
C 3.799 -1.457 2.662
C 3.798 -2.310 3.771
C 2.619 -2.513 4.494
C 1.435 -1.883 4.105
C -0.079 1.351 3.542
C -0.349 1.220 4.914
C -0.319 2.344 5.740
C -0.035 3.602 5.198
C 0.230 3.733 3.830
C 0.223 2.611 3.000
H -2.678 0.621 3.480
H -4.724 -0.720 3.883
H -4.703 -3.188 3.501
H -2.612 -4.302 2.716
H -0.550 -2.975 2.356
H 2.628 -0.114 1.429
H 4.713 -1.292 2.090
H 4.721 -2.812 4.073
H 2.617 -3.165 5.371
H 0.518 -2.048 4.677
H -0.585 0.242 5.339
H -0.523 2.234 6.807
H -0.019 4.483 5.843
H 0.448 4.714 3.403
H 0.446 2.701 1.934
```

---

Run B
A molecular structure, C37H40NOP3Ru. Source: the OMol25 dataset; level of theory: ωB97M-V/def2-TZVPD.

Calculated values
Gap between HOMO and LUMO (spin up / spin down) (eV): 5.5 / 6.7
Net charge: +1
LUMO (spin up / spin down) (hartree): -0.0656 / -0.1572
Spin multiplicity: 6

```
83
C37H40NOP3Ru | the OMol25 dataset | ωB97M-V/def2-TZVPD
C -4.228 -2.929 0.003
C -3.105 -2.339 -0.568
C -3.188 -0.989 -0.981
C -4.453 -0.339 -1.044
C -5.555 -0.942 -0.389
C -5.436 -2.221 0.121
C -4.528 0.694 -2.007
C -3.461 1.515 -2.426
C -2.161 0.890 -2.403
C -1.282 1.166 -3.488
C -1.506 2.294 -4.267
C -2.653 3.081 -4.091
C -3.626 2.696 -3.188
H -4.148 -3.955 0.364
H -6.497 -0.396 -0.346
H -6.286 -2.710 0.599
H -5.516 1.142 -2.112
H -0.768 2.549 -5.030
H -2.783 3.971 -4.708
H -4.561 3.252 -3.094
N -2.271 -0.488 -1.983
Ru -0.694 -0.144 -0.746
C -1.797 -3.090 -0.696
H -1.486 -3.215 -1.743
H -1.859 -4.074 -0.217
C -0.132 0.229 -3.769
H -0.465 -0.789 -4.023
H 0.502 0.612 -4.578
P -0.452 -2.117 0.148
P 0.905 0.082 -2.241
C 1.758 1.686 -2.219
H 2.315 1.782 -1.281
H 2.444 1.773 -3.072
H 1.022 2.498 -2.265
C 2.183 -1.139 -2.619
H 2.825 -0.775 -3.434
H 2.794 -1.295 -1.720
H 1.716 -2.086 -2.918
C -0.818 -2.399 1.916
H -0.930 -3.473 2.122
H 0.002 -1.976 2.510
H -1.750 -1.879 2.172
C 1.060 -3.089 -0.094
H 1.907 -2.526 0.321
H 0.973 -4.050 0.431
H 1.231 -3.277 -1.160
H -3.255 -0.517 -2.681
H -1.381 -0.231 0.702
O 1.091 0.256 1.035
P 2.340 0.664 1.801
C 3.711 -0.450 1.458
C 3.979 -1.532 2.312
C 5.028 -2.408 2.016
C 5.784 -2.230 0.856
C 5.497 -1.173 -0.012
C 4.466 -0.277 0.285
C 2.824 2.348 1.381
C 1.843 3.222 0.881
C 2.167 4.555 0.630
C 3.445 5.036 0.929
C 4.411 4.173 1.457
C 4.111 2.824 1.666
C 2.129 0.668 3.591
C 3.244 0.851 4.424
C 3.072 0.971 5.806
C 1.790 0.883 6.358
C 0.681 0.682 5.529
C 0.841 0.588 4.144
H 3.388 -1.674 3.217
H 5.249 -3.227 2.701
H 6.601 -2.918 0.625
H 6.077 -1.034 -0.925
H 4.261 0.566 -0.378
H 0.837 2.845 0.676
H 1.411 5.217 0.205
H 3.687 6.085 0.754
H 5.404 4.545 1.711
H 4.876 2.149 2.054
H 4.250 0.901 4.002
H 3.942 1.131 6.443
H 1.657 0.975 7.438
H -0.317 0.603 5.960
H -0.021 0.454 3.487
```

---

Least stable of them? run B.

---

Run A
A molecular structure, C27H32N10O5RhS3. Source: the OMol25 dataset; level of theory: ωB97M-V/def2-TZVPD.

Calculated values
Gap between HOMO and LUMO (eV): 6.4
Net charge: +3
LUMO (hartree): -0.3575
Spin multiplicity: 1

```
78
C27H32N10O5RhS3 | the OMol25 dataset | ωB97M-V/def2-TZVPD
Rh -1.096 -0.296 -0.444
N -1.565 3.668 0.304
C -0.624 3.925 -0.687
C -0.072 5.114 -1.152
C 0.860 5.000 -2.159
C 1.235 3.750 -2.689
C 0.687 2.575 -2.229
C -0.260 2.683 -1.211
N -0.985 1.717 -0.528
C -1.739 2.343 0.361
C -2.550 1.509 1.220
C -3.424 1.740 2.229
S -4.008 0.259 2.852
C -3.028 -0.615 1.790
N -2.337 0.156 0.989
H -2.008 4.358 0.890
H -0.358 6.076 -0.749
H 1.315 5.895 -2.561
H 1.970 3.720 -3.482
H 0.976 1.618 -2.642
H -3.758 2.683 2.631
H -2.987 -1.691 1.744
N -1.086 -2.325 -0.256
C -0.697 -3.415 -0.377
N -0.289 -4.625 -0.511
C -0.875 -5.545 -1.521
C -1.002 -6.924 -0.893
O 0.242 -7.344 -0.385
C 0.675 -6.524 0.677
C 0.937 -5.112 0.177
H -0.201 -5.580 -2.378
H -1.842 -5.154 -1.833
H -1.303 -7.644 -1.651
H -1.757 -6.911 -0.096
H 1.598 -6.952 1.062
H -0.071 -6.510 1.481
H 1.752 -5.112 -0.549
H 1.174 -4.435 0.996
S -2.730 -0.093 -2.066
C -3.920 -1.342 -1.997
N -4.711 -1.442 -3.102
C -5.738 -2.310 -3.180
C -5.987 -3.129 -2.114
C -5.141 -2.995 -1.015
N -4.136 -2.121 -0.949
H -4.518 -0.831 -3.889
H -6.310 -2.306 -4.098
H -6.800 -3.840 -2.127
H -5.288 -3.617 -0.139
C 4.165 5.024 -0.141
C 3.285 5.114 1.098
S 2.528 3.575 1.529
O 1.800 3.036 0.390
O 1.788 3.740 2.760
C 3.884 2.433 1.839
C 3.389 1.168 2.550
N 2.537 0.382 1.631
C 1.190 0.328 1.692
N 0.714 -0.246 0.581
C 1.788 -0.627 -0.184
C 2.908 -0.247 0.467
N 4.266 -0.450 0.016
O 4.387 -1.080 -1.008
O 5.158 0.016 0.692
C 0.383 0.792 2.850
H 4.530 6.020 -0.386
H 3.603 4.645 -0.993
H 5.037 4.391 0.021
H 2.432 5.780 0.955
H 3.820 5.444 1.990
H 4.654 2.915 2.441
H 4.303 2.209 0.861
H 2.770 1.433 3.402
H 4.225 0.570 2.891
H 1.717 -1.125 -1.137
H 0.647 1.809 3.148
H 0.540 0.129 3.704
H -0.669 0.773 2.594
```

---

Run B
A molecular structure, C27H32N10O5RhS3. Source: the OMol25 dataset; level of theory: ωB97M-V/def2-TZVPD.

Calculated values
Gap between HOMO and LUMO (spin up / spin down) (eV): 4.6 / 4.7
Net charge: +3
LUMO (spin up / spin down) (hartree): -0.4215 / -0.4155
Spin multiplicity: 1

```
78
C27H32N10O5RhS3 | the OMol25 dataset | ωB97M-V/def2-TZVPD
Rh -0.098 0.443 -0.066
N -1.303 -2.711 2.497
C -0.332 -3.512 1.944
C 0.022 -4.832 2.170
C 1.112 -5.321 1.471
C 1.821 -4.514 0.568
C 1.481 -3.199 0.346
C 0.386 -2.680 1.042
N -0.165 -1.429 1.076
C -1.166 -1.481 1.966
C -1.934 -0.309 2.275
C -2.926 -0.132 3.214
S -3.506 1.468 3.180
C -2.388 1.823 1.921
N -1.646 0.823 1.558
H -2.011 -3.014 3.151
H -0.525 -5.450 2.863
H 1.452 -6.332 1.636
H 2.661 -4.944 0.048
H 2.053 -2.562 -0.306
H -3.326 -0.856 3.897
H -2.319 2.796 1.473
N -1.420 1.260 -1.465
C -1.182 1.736 -2.502
N -0.879 2.361 -3.592
C -1.224 1.821 -4.896
C -0.079 0.892 -5.357
O 1.178 1.516 -5.269
C 1.469 2.047 -4.005
C 0.394 3.069 -3.595
H -1.340 2.652 -5.595
H -2.157 1.260 -4.848
H -0.214 0.622 -6.407
H -0.096 -0.019 -4.737
H 2.446 2.524 -4.084
H 1.505 1.259 -3.234
H 0.346 3.883 -4.322
H 0.608 3.457 -2.598
S 1.672 2.055 0.483
C 0.937 3.579 0.434
N 1.691 4.703 0.631
C 1.148 5.929 0.540
C -0.183 6.055 0.227
C -0.912 4.866 0.066
N -0.366 3.676 0.172
H 2.672 4.590 0.873
H 1.786 6.780 0.723
H -0.651 7.019 0.127
H -1.974 4.889 -0.141
C 6.799 -1.738 -6.530
C 6.484 -3.155 -6.166
S 5.686 -3.212 -4.502
O 6.310 -2.267 -3.622
O 5.556 -4.568 -4.073
C 3.940 -2.576 -4.671
C 3.337 -2.910 -3.310
N 2.212 -2.083 -2.926
C 2.260 -1.008 -2.106
N 1.029 -0.576 -1.817
C 0.164 -1.404 -2.461
C 0.881 -2.341 -3.160
N 0.360 -3.392 -3.981
O -0.817 -3.611 -3.851
O 1.133 -3.934 -4.734
C 3.523 -0.402 -1.641
H 7.511 -1.722 -7.360
H 7.278 -1.224 -5.699
H 5.915 -1.192 -6.844
H 7.372 -3.770 -6.029
H 5.789 -3.651 -6.838
H 3.443 -3.099 -5.483
H 4.006 -1.508 -4.854
H 4.113 -2.797 -2.549
H 3.022 -3.957 -3.325
H -0.906 -1.302 -2.428
H 4.134 -0.089 -2.488
H 4.119 -1.114 -1.071
H 3.318 0.453 -1.002
```

---

Least stable of them? run B.

---

Run A
A single C20H25N5O3S molecule. Source: the OMol25 dataset; level of theory: ωB97M-V/def2-TZVPD.

Calculated values
Gap between HOMO and LUMO (eV): 8.5
LUMO (hartree): 0.0199
Spin multiplicity: 1

```
54
C20H25N5O3S | the OMol25 dataset | ωB97M-V/def2-TZVPD
C -3.947 -2.915 1.087
N -4.173 -1.663 0.401
C -3.139 -1.009 -0.196
N -1.851 -1.408 -0.224
C -1.219 -0.463 -0.907
N -2.039 0.518 -1.340
C -3.298 0.192 -0.875
C -4.567 0.838 -0.990
O -4.842 1.887 -1.537
N -5.544 0.077 -0.343
C -5.440 -1.122 0.337
O -6.404 -1.650 0.840
H -6.485 0.455 -0.375
C -1.673 1.745 -1.992
H -2.421 1.966 -2.757
H -0.694 1.596 -2.454
C -1.621 2.902 -0.978
C -0.710 2.553 0.163
C 0.653 2.810 0.087
C 1.499 2.441 1.116
C 0.993 1.793 2.231
C -0.362 1.525 2.314
C -1.208 1.908 1.289
H -2.268 1.710 1.366
H -0.763 1.021 3.182
H 1.651 1.506 3.039
H 2.555 2.659 1.048
H 1.052 3.307 -0.785
H -1.267 3.793 -1.496
H -2.634 3.088 -0.618
S 0.475 -0.476 -1.275
C 0.953 -2.025 -0.436
C 2.041 -1.735 0.585
N 3.150 -1.025 -0.019
C 3.990 -0.353 0.956
C 5.009 0.509 0.211
O 5.813 -0.271 -0.641
C 5.013 -0.962 -1.569
C 3.985 -1.853 -0.871
H 3.371 -2.340 -1.629
H 4.510 -2.630 -0.285
H 5.694 -1.561 -2.176
H 4.480 -0.245 -2.211
H 5.688 1.000 0.911
H 4.470 1.267 -0.376
H 3.365 0.282 1.585
H 4.527 -1.076 1.596
H 1.623 -1.090 1.362
H 2.353 -2.686 1.053
H 0.048 -2.404 0.035
H 1.288 -2.715 -1.208
H -3.549 -3.652 0.389
H -4.903 -3.251 1.485
H -3.231 -2.769 1.895
```

---

Run B
A single C20H25N5O3S molecule. Source: the OMol25 dataset; level of theory: ωB97M-V/def2-TZVPD.

Calculated values
Gap between HOMO and LUMO (eV): 7.2
LUMO (hartree): -0.0216
Spin multiplicity: 1

```
54
C20H25N5O3S | the OMol25 dataset | ωB97M-V/def2-TZVPD
C -2.923 3.718 3.148
H -3.779 3.056 3.248
H -2.577 3.987 4.142
H -3.222 4.617 2.616
C -1.812 3.011 2.390
H -2.151 2.734 1.378
O -1.448 1.850 3.101
C -0.388 1.140 2.515
C -0.148 -0.132 3.323
C 1.154 -0.835 2.941
N 1.158 -1.285 1.574
C 1.174 -2.581 1.186
N 1.246 -2.781 -0.146
H 1.087 -1.987 -0.768
C 1.180 -4.081 -0.761
H 1.144 -4.819 0.045
C -0.045 -4.229 -1.665
H -0.942 -4.023 -1.079
H -0.097 -5.264 -2.000
C -0.002 -3.281 -2.883
N -1.039 -2.279 -2.862
C -0.900 -1.035 -2.370
N 0.258 -0.667 -1.855
C 0.427 0.588 -1.396
C 1.692 0.924 -0.852
C 1.844 2.181 -0.351
C 0.801 3.138 -0.375
C -0.416 2.859 -0.909
C -0.619 1.555 -1.422
C -1.855 1.153 -1.959
C -2.014 -0.126 -2.434
C -3.234 -0.566 -2.982
N -4.212 -0.960 -3.435
H -2.679 1.852 -1.993
H -1.205 3.592 -0.942
O 1.249 4.293 0.200
C 2.583 4.054 0.585
O 2.938 2.733 0.235
H 2.685 4.185 1.673
H 3.250 4.762 0.070
H 2.499 0.211 -0.863
H -1.963 -2.556 -3.160
H 0.955 -2.759 -2.922
H -0.122 -3.852 -3.807
H 2.091 -4.249 -1.348
S 1.161 -3.825 2.281
H 1.166 -0.574 0.857
H 2.001 -0.157 3.097
H 1.289 -1.721 3.567
H -0.990 -0.810 3.181
H -0.110 0.140 4.378
H -0.632 0.898 1.467
H 0.524 1.764 2.509
H -0.939 3.675 2.280
```

---

Least stable of them? run B.